(1)
The following is a quantum chemistry calculation of a molecular structure, C39H54N2O2P2Yb in a non-equilibrium geometry, from the OMol25 dataset.

XYZ file:
```
100
Properties=species:S:1:pos:R:3
Yb -0.30 -0.75 0.97
C -0.40 -3.44 1.42
C 0.95 -3.53 0.99
C 0.89 -2.06 2.75
C -0.45 -2.55 2.53
C 1.74 -2.68 1.80
C -1.57 -4.12 0.83
H -1.35 -4.55 -0.15
H -2.44 -3.45 0.72
H -1.90 -4.94 1.49
C -1.70 -2.08 3.15
H -2.58 -2.33 2.53
H -1.71 -0.99 3.35
H -1.85 -2.56 4.12
C 1.32 -1.02 3.72
H 1.44 -1.45 4.73
H 0.61 -0.19 3.84
H 2.30 -0.60 3.43
C 3.21 -2.50 1.71
H 3.73 -3.08 2.48
H 3.51 -1.45 1.86
H 3.60 -2.83 0.74
C 1.47 -4.42 -0.08
H 1.89 -5.36 0.34
H 2.27 -3.94 -0.65
H 0.68 -4.70 -0.79
C -1.84 -0.34 -6.64
C -1.74 -1.68 -6.69
C -0.77 -2.48 -7.50
C 0.54 -1.77 -7.92
C 1.35 -1.22 -6.78
C 1.24 -0.03 -6.17
C 0.29 1.08 -6.52
C -0.97 0.68 -7.32
H -1.26 -2.85 -8.41
H 0.31 -1.02 -8.69
H -0.49 -3.38 -6.93
H -0.68 0.40 -8.34
H -2.67 0.10 -6.07
H -2.51 -2.28 -6.18
H -1.58 1.59 -7.41
H -0.02 1.58 -5.59
H 1.97 0.22 -5.39
H 0.83 1.85 -7.10
H 1.16 -2.53 -8.41
H 2.15 -1.89 -6.46
P -0.80 -1.26 -1.82
P 1.97 0.08 -0.74
C 0.06 -0.02 -2.89
C 0.99 0.93 -2.08
H -0.73 0.56 -3.39
H 0.62 -0.57 -3.67
H 1.72 1.41 -2.74
H 0.40 1.71 -1.56
C 2.79 1.42 0.18
H 3.45 0.94 0.93
H 2.04 2.03 0.71
H 3.39 2.06 -0.47
C 3.34 -0.69 -1.66
H 3.77 0.00 -2.40
H 2.97 -1.60 -2.18
H 4.11 -0.98 -0.93
C -2.52 -0.64 -1.69
H -3.07 -1.31 -1.00
H -3.02 -0.65 -2.67
H -2.53 0.38 -1.28
C -0.93 -2.77 -2.81
H 0.05 -3.27 -2.83
H -1.26 -2.56 -3.84
H -1.66 -3.43 -2.32
O -0.41 2.67 0.23
C -0.67 2.54 1.42
N -0.83 3.54 2.36
C -0.87 3.00 3.68
C -1.11 1.54 3.37
O -1.51 0.73 4.22
N -0.85 1.30 2.06
C 0.47 3.07 4.42
C 0.62 2.28 5.57
C 1.82 2.29 6.28
C 2.87 3.09 5.84
C 2.74 3.86 4.68
C 1.54 3.84 3.95
C -2.07 3.45 4.47
C -1.97 3.96 5.78
C -3.14 4.07 6.54
C -4.38 3.76 5.98
C -4.47 3.33 4.65
C -3.31 3.19 3.89
H -0.68 4.51 2.13
H -0.21 1.65 5.91
H 1.91 1.68 7.18
H 3.80 3.11 6.40
H 3.55 4.48 4.33
H 1.43 4.45 3.04
H -1.00 4.23 6.19
H -3.05 4.40 7.58
H -5.28 3.85 6.58
H -5.43 3.09 4.20
H -3.36 2.83 2.86
```

Properties
<S²>: 0.751
HOMO energy (alpha / beta): -10.48 / -10.47 eV
Multiplicity: 2
Charge: +1
HOMO-LUMO gap (alpha / beta): 7.6 / 7.0 eV


(2)
The following is a quantum chemistry calculation of a molecular structure, C39H55BrClN7O5SeSiZr in a non-equilibrium geometry, from the OMol25 dataset.

XYZ file:
```
111
Properties=species:S:1:pos:R:3
Zr -1.09 -0.71 0.69
C -4.47 -0.26 1.54
N -3.13 -0.31 2.15
C -2.86 0.93 2.92
C -1.41 1.06 3.30
C -1.04 1.36 4.60
C 0.30 1.44 4.92
C 1.23 1.26 3.91
C 0.78 1.02 2.63
N -0.52 0.91 2.31
C -3.16 -1.46 3.07
C -3.00 -2.76 2.32
C -3.38 -3.95 2.92
C -3.24 -5.13 2.21
C -2.74 -5.07 0.92
C -2.36 -3.84 0.41
N -2.48 -2.70 1.09
C -4.65 0.82 0.50
C -5.90 1.30 0.16
C -5.99 2.33 -0.76
C -4.82 2.86 -1.28
C -3.62 2.29 -0.90
N -3.53 1.28 -0.04
H -5.23 -0.12 2.32
H -4.67 -1.22 1.07
H -3.48 0.96 3.83
H -3.13 1.78 2.30
H -1.80 1.52 5.36
H 0.62 1.63 5.93
H 2.29 1.29 4.12
H 1.48 0.92 1.81
H -4.10 -1.49 3.63
H -2.36 -1.37 3.80
H -3.76 -3.95 3.93
H -3.52 -6.08 2.65
H -2.63 -5.96 0.31
H -1.95 -3.78 -0.59
H -6.80 0.88 0.61
H -6.96 2.73 -1.05
H -4.84 3.69 -1.97
H -2.67 2.68 -1.27
C -0.13 -2.91 -2.68
C -1.18 -1.90 -2.35
O -1.42 -1.54 -1.17
N -1.85 -1.40 -3.38
C -2.96 -0.46 -3.26
C -4.29 -1.12 -2.93
C -5.44 -0.72 -3.61
C -6.65 -1.31 -3.29
C -6.67 -2.31 -2.34
C -5.47 -2.68 -1.76
N -4.31 -2.09 -2.01
H 0.45 -3.17 -1.80
H 0.55 -2.51 -3.43
H -0.60 -3.81 -3.08
H -1.56 -1.68 -4.30
H -3.07 0.06 -4.22
H -2.71 0.28 -2.50
H -5.37 0.03 -4.39
H -7.56 -1.00 -3.80
H -7.60 -2.81 -2.07
H -5.43 -3.51 -1.05
O -0.07 2.66 -1.80
Cl 0.18 1.40 -1.23
O 1.33 1.45 -0.38
O 0.33 0.40 -2.23
O -0.98 1.03 -0.38
C 5.73 0.83 -2.74
C 4.25 0.92 -2.33
C 3.59 2.07 -3.11
C 3.53 -0.38 -2.73
Si 4.21 1.21 -0.44
Br 1.32 -1.57 0.09
C 5.05 -0.09 0.71
C 6.50 0.40 0.93
C 4.36 -0.24 2.07
C 5.12 -1.49 0.07
C 4.24 3.04 0.18
C 3.08 3.92 -0.33
C 5.56 3.63 -0.35
C 4.23 3.14 1.71
H 5.78 0.75 -3.83
H 6.22 -0.05 -2.32
H 6.30 1.71 -2.44
H 3.61 1.81 -4.17
H 4.14 3.00 -3.00
H 2.55 2.22 -2.82
H 3.68 -0.55 -3.80
H 2.46 -0.32 -2.54
H 3.91 -1.25 -2.19
H 6.54 1.32 1.51
H 7.03 0.56 -0.01
H 7.03 -0.37 1.49
H 4.28 0.71 2.60
H 4.96 -0.91 2.69
H 3.37 -0.69 1.97
H 5.69 -1.49 -0.86
H 4.12 -1.89 -0.12
H 5.63 -2.16 0.76
H 3.02 3.95 -1.41
H 3.23 4.94 0.03
H 2.12 3.57 0.05
H 5.59 3.66 -1.44
H 6.43 3.07 0.00
H 5.66 4.65 0.01
H 3.31 2.71 2.13
H 4.26 4.19 2.00
H 5.09 2.66 2.17
Se 0.65 -4.08 3.54
C 0.04 -2.62 2.90
N -0.45 -1.63 2.47
```

Properties
HOMO energy: -12.55 eV
Multiplicity: 1
Charge: +2
HOMO-LUMO gap: 7.1 eV


(3)
The following is a quantum chemistry calculation of 3 unconnected molecules or ions with the total composition C39H55BrN3O9 in a non-equilibrium geometry, from the OMol25 dataset.

XYZ file:
```
107
Properties=species:S:1:pos:R:3
C -5.46 -0.62 0.54
C -5.18 0.43 -0.54
C -3.92 0.16 -1.42
C -3.22 -1.18 -1.17
C -2.06 -1.35 -2.17
C -1.13 -2.52 -1.76
C 0.33 -2.07 -1.62
C 0.62 -1.36 -0.28
C 2.12 -1.57 0.08
C 2.85 -0.35 0.59
C 3.08 0.70 -0.31
C 2.58 0.63 -1.73
O 3.21 0.16 -2.60
O 1.35 1.15 -1.94
O 1.04 2.02 -0.84
C -0.34 2.40 -0.94
C -0.82 2.63 0.49
C -1.50 1.42 1.15
C 3.78 1.84 0.10
C 4.02 2.93 -0.91
O 5.20 2.55 -1.62
C 5.70 3.57 -2.40
C 6.63 4.55 -1.75
O 5.42 3.64 -3.55
C 4.21 1.90 1.42
Br 5.14 3.44 1.99
N 4.00 0.88 2.29
C 4.51 1.02 3.67
C 3.69 1.98 4.57
C 3.36 1.23 5.88
C 2.35 2.44 3.96
C 3.32 -0.24 1.91
C 3.04 -1.35 2.87
C 1.53 -1.48 3.20
H -4.58 -0.82 1.16
H -5.88 -1.53 0.13
H -6.21 -0.19 1.21
H -6.04 0.42 -1.20
H -5.06 1.40 -0.07
H -3.19 0.95 -1.30
H -4.22 0.16 -2.47
H -3.92 -2.00 -1.32
H -2.79 -1.24 -0.17
H -1.46 -0.43 -2.15
H -2.46 -1.48 -3.17
H -1.48 -3.02 -0.86
H -1.15 -3.25 -2.57
H 0.95 -2.97 -1.64
H 0.60 -1.45 -2.47
H 0.03 -1.91 0.45
H 0.33 -0.32 -0.31
H 2.17 -2.40 0.77
H 2.63 -1.89 -0.83
H -0.93 1.66 -1.47
H -0.38 3.36 -1.46
H 0.09 2.84 1.07
H -1.42 3.53 0.57
H -1.96 0.76 0.42
H -0.81 0.84 1.77
H -2.28 1.78 1.81
H 3.20 2.98 -1.62
H 4.11 3.91 -0.45
H 7.14 5.12 -2.51
H 6.08 5.20 -1.08
H 7.39 4.00 -1.19
H 4.59 0.07 4.18
H 5.52 1.40 3.60
H 4.26 2.86 4.86
H 3.20 1.93 6.69
H 4.16 0.56 6.18
H 2.43 0.66 5.77
H 1.68 2.72 4.77
H 1.89 1.70 3.31
H 2.50 3.35 3.39
H 3.64 -1.34 3.77
H 3.32 -2.27 2.36
H 1.34 -1.31 4.26
H 1.18 -2.46 2.92
H 0.97 -0.78 2.58
C 5.44 -4.95 -4.29
C 4.86 -3.94 -3.54
C 4.13 -4.26 -2.40
C 4.01 -5.59 -2.04
C 4.58 -6.60 -2.78
C 5.30 -6.28 -3.91
N 3.25 -5.93 -0.82
O 2.74 -5.02 -0.19
O 3.18 -7.09 -0.51
H 6.01 -4.70 -5.18
H 4.97 -2.91 -3.84
H 3.67 -3.48 -1.82
H 4.46 -7.64 -2.48
H 5.75 -7.06 -4.50
C -11.45 2.42 -1.60
C -11.39 1.07 -1.29
C -10.38 0.59 -0.47
C -9.45 1.47 0.04
C -9.49 2.82 -0.26
C -10.50 3.30 -1.09
N -8.40 0.97 0.93
O -8.37 -0.22 1.16
O -7.61 1.78 1.39
H -12.24 2.79 -2.24
H -12.12 0.38 -1.69
H -10.33 -0.47 -0.23
H -8.75 3.50 0.14
H -10.55 4.35 -1.33
```

Properties
HOMO energy: -11.41 eV
Multiplicity: 1
Charge: +1
HOMO-LUMO gap: 7.7 eV
ΔE to the lowest compared entry with this formula, charge and spin: 0.0 kcal/mol


(4)
The following is a quantum chemistry calculation of a molecular structure, C39H55Cl3IrNP2Si in a non-equilibrium geometry, from the OMol25 dataset.

XYZ file:
```
102
Properties=species:S:1:pos:R:3
Ir 0.25 -0.22 1.53
C -0.32 3.52 2.95
Si 0.22 2.21 1.65
C -0.99 2.55 0.14
C -0.91 3.78 -0.48
C -1.91 4.21 -1.34
C -2.99 3.39 -1.59
C -3.05 2.12 -1.03
C -2.05 1.68 -0.16
P -2.06 0.00 0.55
C -3.01 -1.10 -0.64
C -2.61 -0.91 -2.11
C -2.70 -2.24 -2.89
C -3.91 -3.04 -2.46
C -3.82 -3.43 -0.99
C -2.83 -2.56 -0.23
C -3.25 0.02 2.01
C -2.53 0.42 3.30
C -3.55 0.67 4.41
C -4.39 1.90 4.09
C -4.49 2.16 2.59
C -4.51 0.87 1.79
C 2.02 2.71 1.09
C 2.39 4.02 1.28
C 3.73 4.39 1.21
C 4.69 3.43 0.95
C 4.32 2.12 0.70
C 2.97 1.75 0.73
P 2.42 0.07 0.27
C 3.92 -1.05 0.50
C 4.99 -0.97 -0.60
C 4.94 -2.16 -1.56
C 5.16 -3.48 -0.84
C 4.67 -3.45 0.60
C 3.49 -2.50 0.76
C 1.84 0.32 -1.49
C 2.79 0.96 -2.50
C 1.93 1.48 -3.66
C 0.75 0.56 -3.98
C 1.07 -0.87 -3.57
C 1.27 -0.99 -2.05
H -0.36 4.51 2.51
H 0.38 3.55 3.77
H -1.30 3.33 3.36
H -0.07 4.43 -0.29
H -1.85 5.19 -1.79
H -3.79 3.72 -2.24
H -3.87 1.48 -1.29
H -4.06 -0.85 -0.50
H -1.60 -0.51 -2.19
H -3.28 -0.20 -2.59
H -1.80 -2.83 -2.70
H -2.74 -2.03 -3.96
H -4.00 -3.94 -3.09
H -4.82 -2.47 -2.66
H -3.52 -4.48 -0.89
H -4.81 -3.37 -0.53
H -1.80 -2.88 -0.45
H -2.98 -2.70 0.85
H -3.54 -1.04 2.10
H -1.98 1.34 3.14
H -1.83 -0.37 3.59
H -3.04 0.80 5.37
H -4.18 -0.21 4.51
H -3.98 2.79 4.59
H -5.39 1.77 4.51
H -3.65 2.78 2.25
H -5.39 2.74 2.39
H -4.66 1.11 0.74
H -5.37 0.28 2.11
H 1.66 4.78 1.51
H 4.00 5.42 1.36
H 5.73 3.70 0.93
H 5.08 1.39 0.48
H 4.35 -0.66 1.44
H 5.98 -0.98 -0.12
H 4.91 -0.04 -1.17
H 5.70 -2.03 -2.34
H 3.98 -2.17 -2.08
H 6.22 -3.76 -0.86
H 4.66 -4.28 -1.40
H 5.47 -3.13 1.27
H 4.40 -4.46 0.91
H 3.08 -2.59 1.77
H 2.70 -2.81 0.06
H 1.01 1.03 -1.34
H 3.49 0.22 -2.87
H 3.35 1.79 -2.06
H 2.57 1.58 -4.54
H 1.56 2.49 -3.44
H 0.53 0.60 -5.04
H -0.15 0.89 -3.46
H 1.98 -1.18 -4.09
H 0.28 -1.55 -3.89
H 1.94 -1.82 -1.84
H 0.32 -1.21 -1.55
Cl -1.65 -5.07 1.98
C 0.08 -4.63 2.14
Cl 0.93 -4.97 0.59
Cl 0.85 -5.55 3.47
C 0.13 -3.22 2.34
N 0.16 -2.06 2.35
```

Properties
<S²>: 0.784
HOMO energy (alpha / beta): -17.11 / -17.16 eV
Multiplicity: 2
Charge: +3
HOMO-LUMO gap (alpha / beta): 5.0 / 5.4 eV
ΔE to the lowest compared entry with this formula, charge and spin: 35.2 kcal/mol


Question: Among the records above, which one has the highest charge?
Answer: C39H55Cl3IrNP2Si